1.
Here is a structure of composition C33H48BrN6O2Ru at a distorted geometry from the OMol25 dataset. Energies are from ωB97M-V/def2-TZVPD.

Output
HOMO (spin up / spin down) = -12.1164 / -12.1156 eV
charge = +2
relative energy (zero: lowest compared OMol25 entry of this formula, charge and spin) = 7.5 kcal per mole
max |F| = 3.9 eV Å⁻¹
LUMO energy (spin up / spin down) = -5.54 / -9.98 eV
spin multiplicity = 2
DFT total energy = -120647.2034 eV

The geometry in XYZ format:
```
91
Properties=species:S:1:pos:R:3:forces:R:3:mulliken_charge:R:1
Ru 1.279820 0.079814 1.307378 1.876 -0.887 1.019 0.726
N 1.495120 0.239114 3.446978 -0.301 1.320 0.183 -0.030
C 2.893720 0.046814 3.863878 0.362 -0.031 -0.022 -0.609
C 3.816720 0.719914 2.849778 -0.074 -0.112 0.551 -0.611
N 3.522820 0.219814 1.491078 -0.433 0.091 -0.440 -0.249
H 1.297420 1.288714 3.466278 0.144 -1.112 0.297 0.303
H 0.879220 -0.166286 4.153978 0.100 -0.140 -0.422 0.250
H 3.115620 -1.024686 3.917078 -0.039 0.123 -0.013 0.222
H 3.072920 0.478914 4.855478 0.037 -0.091 -0.117 0.504
H 4.861020 0.542914 3.127178 -0.117 0.084 -0.036 0.504
H 3.634820 1.797114 2.866378 0.029 -0.097 -0.062 0.071
H 4.070220 -0.621286 1.304678 -0.230 0.137 0.012 0.172
H 3.818420 0.928014 0.814378 -0.037 -0.321 0.211 0.211
C 1.516720 -0.043586 -5.817722 -0.146 -0.011 0.202 -2.190
C 0.257820 -0.020286 -4.950222 -0.187 0.139 -0.375 1.855
C -0.568780 1.225714 -5.318522 0.189 -0.170 0.068 -1.591
C -0.571380 -1.277386 -5.262722 0.203 0.091 0.132 -1.529
C 0.573420 0.015114 -3.470522 1.567 -0.065 0.182 0.506
C 1.900020 0.051114 -2.949022 -1.345 -0.088 -0.646 -1.036
C 2.098820 -0.010986 -1.594222 -0.043 -0.114 0.332 -1.060
N 1.114120 -0.083386 -0.691322 -1.770 0.852 -1.082 0.763
C -0.197980 -0.041686 -1.154722 3.101 -0.188 -2.190 -0.401
C -0.442280 -0.008686 -2.545622 -0.341 -0.071 1.622 -0.645
C -1.197180 -0.028086 -0.158222 -2.183 0.064 3.269 -0.267
C -2.585680 -0.066586 -0.405622 1.682 0.004 -0.428 -0.472
C -3.518980 -0.010186 0.599578 0.233 0.030 1.756 0.539
C -3.004780 0.086514 1.929078 -0.782 -0.091 -1.493 -1.024
C -1.650480 0.099314 2.137778 0.538 0.019 0.033 -0.800
N -0.737580 0.038614 1.160178 -0.832 0.145 -1.920 0.510
C -4.993980 -0.044286 0.269178 -0.437 0.050 -0.239 1.787
C -5.314480 -1.298686 -0.563322 0.142 0.111 0.229 -1.575
C -5.877980 -0.053386 1.516578 0.207 0.003 -0.118 -2.181
C -5.339680 1.203114 -0.566922 0.091 -0.147 0.222 -1.555
H 1.228820 -0.083386 -6.865622 0.002 0.008 -0.056 0.451
H 2.122820 -0.922486 -5.606022 0.117 -0.054 -0.012 0.435
H 2.114420 0.853214 -5.669222 0.124 0.076 -0.028 0.407
H -0.769680 1.216814 -6.386222 -0.052 0.025 -0.107 0.474
H -0.020980 2.133414 -5.080522 0.055 0.166 0.010 0.365
H -1.521080 1.249714 -4.797122 -0.148 0.014 0.074 0.331
H -0.806180 -1.301686 -6.322722 -0.035 -0.001 -0.126 0.454
H -1.507180 -1.296886 -4.711622 -0.135 -0.012 0.062 0.324
H -0.007480 -2.174586 -5.018622 0.025 -0.148 0.018 0.380
H 2.754420 0.122614 -3.597122 0.115 -0.075 -0.142 0.577
H 3.109920 -0.022186 -1.204922 -0.059 0.007 0.087 0.561
H -1.466480 0.004514 -2.872522 -0.170 -0.015 -0.134 0.592
H -2.904180 -0.141986 -1.429422 -0.142 -0.003 -0.185 0.587
H -3.661880 0.159614 2.776878 -0.116 -0.044 0.110 0.547
H -1.266980 0.173514 3.149478 0.072 -0.007 -0.118 0.518
H -5.070580 -2.198786 -0.004122 0.009 -0.150 0.026 0.377
H -4.770080 -1.316786 -1.502922 0.065 -0.017 -0.138 0.326
H -6.375980 -1.317086 -0.793422 -0.109 -0.003 -0.030 0.467
H -5.683680 -0.930986 2.130778 -0.012 -0.048 0.108 0.429
H -6.922780 -0.080586 1.215378 -0.047 -0.006 0.000 0.451
H -5.728380 0.845114 2.111578 -0.023 0.069 0.123 0.404
H -4.798580 1.222214 -1.508522 0.075 0.007 -0.145 0.343
H -5.103780 2.108714 -0.014422 0.006 0.168 0.044 0.368
H -6.403380 1.203214 -0.787122 -0.114 0.016 -0.051 0.461
Br 3.271520 3.962214 -0.412422 -0.555 1.448 0.350 0.077
C 2.088220 5.114014 0.512678 1.311 -1.467 -1.050 0.315
C 1.965220 6.420614 0.065378 -0.412 1.746 -0.224 -0.542
C 1.156720 7.301414 0.762478 0.958 -0.034 -1.272 -0.520
C 0.481420 6.882014 1.900278 -0.286 0.133 0.344 -0.521
C 0.592920 5.567814 2.327978 0.471 -1.288 -0.071 -0.396
C 1.380620 4.665614 1.627978 -1.084 -0.142 1.406 0.183
C 1.361820 3.213914 2.028178 -0.034 -1.059 0.759 0.842
O 1.081320 2.899814 3.190778 -0.198 1.085 -0.002 -0.841
O 1.640220 2.401614 1.106878 -0.697 -1.467 -0.462 -0.362
H 2.507220 6.743314 -0.810122 0.038 0.049 -0.045 0.462
H 1.061220 8.317614 0.413078 0.006 0.089 -0.010 0.434
H -0.146080 7.568614 2.446078 -0.076 0.124 0.045 0.454
H 0.049720 5.209014 3.189278 0.019 -0.050 0.078 0.512
C 2.140620 -3.285486 2.365178 0.371 -0.699 0.530 -0.679
C 2.096420 -4.854786 2.290878 0.181 0.670 0.248 -0.894
N 1.243820 -5.211786 1.196278 -0.057 -1.574 -0.066 -0.100
C 1.774920 -4.756186 -0.055222 0.159 0.694 -0.185 -0.922
C 1.859020 -3.189886 0.004378 0.137 -0.620 -0.675 -0.499
N 1.337520 -2.738486 1.285878 -0.172 2.152 0.032 0.826
C -0.045380 -3.169686 1.439878 -0.698 -0.697 0.065 -0.614
C -0.094080 -4.738786 1.401478 -0.255 0.711 0.033 -0.923
H 3.167620 -2.934286 2.262378 0.030 0.155 0.034 0.376
H 1.733620 -2.942286 3.316578 0.043 0.148 0.015 0.420
H 1.693520 -5.275886 3.212478 0.066 -0.021 0.002 0.307
H 3.091120 -5.268786 2.123078 -0.010 -0.015 0.051 0.301
H 1.117920 -5.081386 -0.860922 0.013 -0.022 -0.049 0.370
H 2.760120 -5.194286 -0.216822 -0.017 -0.032 -0.012 0.277
H 1.269220 -2.747986 -0.799822 0.029 0.110 0.037 0.089
H 2.894120 -2.860186 -0.100222 0.005 0.147 0.021 0.488
H -0.646280 -2.750486 0.630978 0.036 0.127 0.015 0.230
H -0.434680 -2.800986 2.390678 0.036 0.147 -0.037 0.483
H -0.727680 -5.089586 0.587778 -0.050 -0.029 -0.002 0.342
H -0.482180 -5.142786 2.336578 -0.014 -0.020 -0.009 0.296
```
Positions in Å, forces in eV/Å.


2.
Here is a structure of composition C13H12N2O8S2Tl at a distorted geometry from the OMol25 dataset. Energies are from ωB97M-V/def2-TZVPD.

Output
HOMO = -6.5349 eV
charge = -1
relative energy (zero: lowest compared OMol25 entry of this formula, charge and spin) = 3.9 kcal per mole
max |F| = 2.4 eV Å⁻¹
LUMO energy = 2.47 eV
DFT total energy = -59403.8200 eV

The geometry in XYZ format:
```
38
Properties=species:S:1:pos:R:3:forces:R:3:mulliken_charge:R:1
Tl -0.483715 0.569815 0.402081 0.009 0.142 0.275 0.789
O -1.920892 -2.937297 -1.981816 0.184 0.171 0.145 -0.757
S -1.726559 -1.546939 -1.644407 -1.070 -0.091 -0.177 1.348
O -2.420074 -1.102641 -0.440509 0.243 -0.072 -0.194 -0.712
O -0.304061 -1.137039 -1.596338 -0.061 -0.025 1.492 -0.646
C -2.345192 -0.618348 -3.072917 0.036 0.132 -0.172 -0.220
C -2.841776 -1.426017 -4.091752 0.000 0.096 0.154 -0.421
C -3.210355 -0.896946 -5.318232 -0.031 -0.069 -0.029 -0.574
C -3.066321 0.455777 -5.551538 0.011 0.036 -0.053 -0.482
C -2.584581 1.278960 -4.546317 -0.068 -0.085 0.187 -0.586
C -2.231719 0.770654 -3.299199 -0.082 -0.147 -0.061 0.274
S -1.695095 2.035249 -2.121311 0.132 -0.138 -0.151 1.279
O -1.981567 3.295458 -2.762428 0.050 -0.006 0.045 -0.747
O -2.450076 1.779095 -0.897817 -0.035 0.040 0.101 -0.701
O -0.257556 1.790328 -1.895730 -0.088 0.004 0.041 -0.721
H -2.912880 -2.486889 -3.902057 0.019 0.008 -0.037 0.514
H -3.592345 -1.550979 -6.093000 0.007 -0.003 0.019 0.365
H -3.330110 0.879048 -6.513445 -0.001 0.006 0.016 0.376
H -2.493339 2.344744 -4.696585 0.011 -0.015 -0.017 0.515
O 0.515366 -1.172199 -3.848391 1.529 -0.195 -1.880 -0.436
C 1.829512 -1.667573 -3.923388 -0.841 0.378 -0.159 -0.660
N 2.791307 -0.713365 -4.477144 -0.058 0.146 0.116 -0.042
C 3.706698 0.041132 -3.812114 -0.041 -0.450 -0.161 0.159
O 4.535295 0.739343 -4.372740 -0.038 0.055 -0.101 -0.675
C 3.680101 -0.076097 -2.326101 0.660 0.020 -0.075 0.142
C 4.815553 -0.437010 -1.615849 -0.072 -0.023 0.168 -0.433
C 4.735213 -0.504116 -0.230464 -0.137 0.044 -0.085 -0.519
C 3.525026 -0.176524 0.374513 0.237 -0.063 -0.160 -0.530
N 2.459990 0.215140 -0.315883 -0.081 0.004 0.816 -0.169
C 2.544969 0.261590 -1.630191 -0.770 0.236 -0.272 -0.185
H 0.253274 -1.073720 -2.914978 0.023 0.054 0.302 0.383
H 1.823873 -2.530825 -4.586554 0.085 -0.088 -0.139 0.309
H 2.183333 -1.994366 -2.949070 0.120 -0.017 0.111 0.468
H 2.713553 -0.491919 -5.458689 0.008 -0.081 -0.005 0.232
H 5.731912 -0.664539 -2.145693 0.010 0.000 0.017 0.438
H 5.584755 -0.801010 0.369643 0.004 0.001 -0.002 0.371
H 3.408668 -0.228768 1.452874 0.025 0.014 -0.028 0.384
H 1.647816 0.596996 -2.145263 0.071 -0.021 -0.049 0.869
```
Positions in Å, forces in eV/Å.


3.
Here is a cluster of 2 separate species, C10H8N2O2 in total at a distorted geometry from the OMol25 dataset. Energies are from ωB97M-V/def2-TZVPD.

Output
HOMO = -7.9544 eV
charge = 0
relative energy (zero: lowest compared OMol25 entry of this formula, charge and spin) = 144.7 kcal per mole
max |F| = 6.7 eV Å⁻¹
LUMO energy = -1.55 eV
DFT total energy = -17567.3494 eV

The geometry in XYZ format:
```
22
Properties=species:S:1:pos:R:3:forces:R:3:mulliken_charge:R:1
C 1.965154 -2.098461 -0.442921 -0.638 0.166 0.215 -0.444
C 1.022572 -2.298743 0.524782 -0.605 -1.273 2.549 -0.393
C 1.957498 -0.982316 -1.158301 -0.396 3.801 -0.615 -0.649
C -0.003315 -1.442624 0.793349 1.016 2.057 -3.054 -0.657
C 0.715062 1.307888 -1.402740 -1.850 2.751 0.359 -0.842
C -0.489506 1.702242 -0.773378 1.799 2.098 -1.706 -0.364
C 0.975155 0.044739 -0.921510 -0.131 -3.779 0.648 0.626
C -0.083172 -0.260453 -0.031686 2.822 -4.165 1.200 0.332
C -3.227721 0.826191 1.457444 -2.635 0.308 2.837 -0.608
C -2.788337 0.333416 0.381945 5.897 0.174 -3.221 0.246
N -0.862200 0.789301 0.164290 -5.429 0.418 0.166 -0.101
N -3.219726 -0.362304 -0.813313 -0.679 -1.716 -0.562 0.956
O -2.753322 -1.479511 -1.089548 -0.421 2.125 0.810 -0.474
O -4.089546 0.211963 -1.452924 0.613 -0.137 0.347 -0.520
H 2.716552 -2.799090 -0.401398 1.906 -1.247 -0.677 0.433
H 1.353916 -3.089851 1.217415 -1.093 0.131 -0.157 0.261
H 2.785375 -0.612413 -1.709765 0.795 -0.373 -0.854 0.342
H -0.695620 -1.444892 1.544903 -1.506 -0.809 2.081 0.490
H 1.384489 1.968482 -1.960524 -0.530 -0.341 -0.017 0.391
H -0.904745 2.713249 -0.831619 -0.151 -0.628 0.091 0.387
H -4.262955 0.629585 1.877077 1.319 0.422 -0.766 0.276
H -2.511540 1.403292 2.018341 -0.102 0.017 0.327 0.313
```
Positions in Å, forces in eV/Å.